# 1
C6H13N | ωB97M-V/def2-TZVPD

Its structure (SMILES) is C=C(CCC)NC.

Geometry as ORCA input:
```
! RIJCOSX wB97M-V def2-TZVPD def2/J DEFGRID3
* xyz 0 1
C 0.295 2.008 0.160
C 0.314 0.691 0.403
C 0.834 -0.304 -0.603
C -0.279 -1.086 -1.303
C 0.295 -1.870 -2.507
N -0.235 0.103 1.522
C -1.095 0.750 2.491
H -0.054 2.736 0.869
H 0.647 2.317 -0.817
H 1.377 0.299 -1.337
H 1.555 -1.026 -0.221
H -1.062 -0.462 -1.721
H -0.700 -1.831 -0.627
H 1.049 -2.587 -2.188
H -0.517 -2.364 -3.035
H 0.780 -1.202 -3.217
H -0.217 -0.898 1.600
H -2.147 0.692 2.205
H -0.854 1.801 2.575
H -0.940 0.298 3.462
*
```

# 2
C6H13N | ωB97M-V/def2-TZVPD

Geometry as ORCA input:
```
! RIJCOSX wB97M-V def2-TZVPD def2/J DEFGRID3
* xyz 0 1
C -0.917 2.912 0.624
C -0.487 1.463 0.796
N -0.424 -1.416 -0.944
C -0.591 -2.798 -0.553
C 0.479 -0.693 -0.416
C 1.494 -1.103 0.627
C 0.477 0.742 -0.880
H -1.797 3.126 -0.002
H -1.166 3.229 1.647
H -0.093 3.557 0.300
H -1.370 0.798 0.772
H -0.290 -3.441 -1.388
H -0.035 -3.109 0.341
H -1.657 -2.981 -0.380
H 2.018 -0.229 1.017
H 1.012 -1.601 1.474
H 2.223 -1.805 0.202
H -0.535 1.259 -0.624
H 0.288 0.770 -1.965
H 1.368 1.320 -0.648
*
```

# 3
C6H13N | ωB97M-V/def2-TZVPD

Its structure (SMILES) is CCC(=CN)CC.

Geometry as ORCA input:
```
! RIJCOSX wB97M-V def2-TZVPD def2/J DEFGRID3
* xyz 0 1
C -0.053 -2.331 0.745
C -0.155 -0.839 1.071
C -0.266 0.117 -0.101
C 0.442 0.073 -1.234
N 1.377 -0.922 -1.636
C -1.113 1.378 0.086
C -0.412 2.532 0.792
H -0.170 -2.897 1.664
H 0.867 -2.551 0.212
H -0.832 -2.593 0.044
H 0.736 -0.492 1.616
H -0.989 -0.610 1.739
H 0.647 1.024 -1.726
H 1.961 -0.600 -2.391
H 1.968 -1.229 -0.875
H -2.009 1.049 0.628
H -1.506 1.594 -0.908
H -0.531 2.452 1.877
H 0.651 2.535 0.569
H -0.915 3.465 0.550
*
```

no.,E_HOMO (eV),largest force on an atom (eV Å⁻¹),orbital gap (Ha)
1,-7.67,1.421,0.322
2,-7.99,0.399,0.333
3,-7.97,1.581,0.332